# 1
The following is a DFT calculation (ωB97M-V/def2-TZVPD) of a 2-piece molecular cluster, CH5NO3S overall in a non-equilibrium geometry.

The geometry in XYZ format:
```
11
CH5NO3S (ωB97M-V/def2-TZVPD)
C 2.2664 0.3509 -0.2998
N 1.3214 -0.4342 0.0666
O -2.6627 -0.3487 1.2238
O -1.3637 -0.7843 -1.3270
O -1.1869 1.2726 -0.0093
S -2.1346 0.2584 -0.3569
H 2.5873 -0.0097 -1.2906
H 2.9093 1.1344 0.2082
H 0.8060 -0.3206 0.9123
H -2.0861 -0.0162 1.9624
H -0.4564 -1.1026 -1.0898
```

Summary:
* E_LUMO: 0.026 Ha
* frontier orbital gap: 11.032 eV
* HOMO: -10.32 eV
* energy above the lowest of the compared OMol25 structures with the same formula, charge and spin: 2.5959 eV
* strongest force on any atom: 1.840 eV Å⁻¹

# 2
The following is a DFT calculation (ωB97M-V/def2-TZVPD) of an isolated molecule of CH5NO3Si in a non-equilibrium geometry.

The geometry in XYZ format:
```
11
CH5NO3Si (ωB97M-V/def2-TZVPD)
O 1.7664 1.3445 -0.2157
N 1.5309 0.1714 0.0644
O 2.2620 -0.6012 0.6460
C 0.2141 -0.2493 -0.5186
O -0.1730 -1.5619 -0.1598
Si -1.2032 0.6098 0.4554
H 0.1377 -0.0805 -1.6253
H 0.1934 -2.3312 -0.7105
H -2.4350 1.0320 -0.4344
H -1.7271 -0.0966 1.5564
H -0.5661 1.7630 0.9421
```

Summary:
* E_LUMO: 0.001 Ha
* frontier orbital gap: 11.070 eV
* HOMO: -11.06 eV
* energy above the lowest of the compared OMol25 structures with the same formula, charge and spin: 2.1649 eV
* strongest force on any atom: 2.633 eV Å⁻¹
* SMILES string: O=[N+]([O-])[C@@H](O)[SiH3]

# 3
The following is a DFT calculation (ωB97M-V/def2-TZVPD) of a 2-piece molecular cluster, CH5NO3Si overall in a non-equilibrium geometry.

The geometry in XYZ format:
```
11
CH5NO3Si (ωB97M-V/def2-TZVPD)
O -0.0358 1.2728 1.2310
C 0.8827 0.5631 0.8902
Si 0.7302 -1.2866 0.3287
H 1.8766 1.0713 0.9142
H 1.2448 -2.1013 -0.9373
H 1.6429 -1.8110 1.4870
H -0.6563 -1.7063 0.5347
O -1.1116 0.7540 -2.5818
N -0.9015 0.6698 -1.4077
O -1.9865 1.1906 -0.6787
H -1.6855 1.3836 0.2197
```

Summary:
* E_LUMO: -0.006 Ha
* frontier orbital gap: 9.870 eV
* HOMO: -10.03 eV
* energy above the lowest of the compared OMol25 structures with the same formula, charge and spin: 2.4257 eV
* strongest force on any atom: 2.437 eV Å⁻¹
* SMILES string: O=C[SiH3].O=NO

# 4
The following is a DFT calculation (ωB97M-V/def2-TZVPD) of an isolated molecule of CH5NOP2 in a non-equilibrium geometry.

The geometry in XYZ format:
```
10
CH5NOP2 (ωB97M-V/def2-TZVPD)
C 1.8109 -1.1761 -0.4356
O 1.3042 0.1583 -0.7092
P 1.3355 1.1106 0.6362
P -0.9945 1.5535 0.1446
N -1.6977 0.9476 -0.9997
H 2.7118 -1.1254 0.1640
H 2.0190 -1.5500 -1.5023
H 1.0985 -1.7134 0.1035
H 2.1177 2.0965 0.1214
H -1.5304 1.5386 1.6334
```

Summary:
* E_LUMO (alpha / beta): -0.041 / -0.041 Ha
* frontier orbital gap (alpha / beta): 7.662 / 7.663 eV
* HOMO (alpha / beta): -8.78 / -8.78 eV
* energy above the lowest of the compared OMol25 structures with the same formula, charge and spin: 3.4716 eV
* strongest force on any atom: 4.459 eV Å⁻¹
* SMILES string: COP[PH]#N

# 5
The following is a DFT calculation (ωB97M-V/def2-TZVPD) of a 2-piece molecular cluster, CH5NOS2 overall in a non-equilibrium geometry.

The geometry in XYZ format:
```
10
CH5NOS2 (ωB97M-V/def2-TZVPD)
S 1.6097 -0.5324 -1.3330
S 1.3118 1.6348 -0.5870
H 2.1709 -0.1719 -2.4956
H 1.9663 2.3071 -1.5417
C -0.9929 -0.8196 1.5890
N -1.3029 -0.3336 0.3708
O 0.1129 -0.8769 2.0743
H -1.9140 -1.1673 2.1001
H -0.7378 0.3250 -0.1528
H -2.2240 -0.3652 -0.0239
```

Summary:
* E_LUMO (alpha / beta): 0.136 / 0.136 Ha
* ⟨S²⟩: 0.7538
* net charge: -1
* frontier orbital gap (alpha / beta): 4.464 / 6.715 eV
* HOMO (alpha / beta): -0.75 / -3.02 eV
* energy above the lowest of the compared OMol25 structures with the same formula, charge and spin: 0.3303 eV
* strongest force on any atom: 2.843 eV Å⁻¹
* spin multiplicity: 2

# 6
The following is a DFT calculation (ωB97M-V/def2-TZVPD) of CH5NS2 as an isolated structure in a non-equilibrium geometry.

The geometry in XYZ format:
```
9
CH5NS2 (ωB97M-V/def2-TZVPD)
C -0.7434 -0.6649 0.7435
H 1.7342 1.6931 1.0737
H -1.7620 -0.7660 1.1089
H -0.3393 -1.4586 0.1002
H 0.3835 1.0040 -1.5454
H -0.9456 -0.3901 -1.2570
N -0.1052 0.3785 1.0821
S 1.4972 0.5172 0.4875
S 0.2807 -0.3133 -1.7936
```

Summary:
* E_LUMO: 0.021 Ha
* frontier orbital gap: 9.117 eV
* HOMO: -8.54 eV
* energy above the lowest of the compared OMol25 structures with the same formula, charge and spin: 2.4017 eV
* strongest force on any atom: 2.811 eV Å⁻¹

# 7
The following is a DFT calculation (ωB97M-V/def2-TZVPD) of a 2-piece molecular cluster, CH5O2 overall in a non-equilibrium geometry.

The geometry in XYZ format:
```
8
CH5O2 (ωB97M-V/def2-TZVPD)
C -0.1216 0.8539 0.8719
O 0.4930 0.4737 -0.3527
H -0.7303 0.0567 1.3362
H -0.9129 1.6791 0.8253
H 0.6508 1.2747 1.5053
H 0.5881 -2.0623 -2.0177
H 0.1584 -0.4429 -0.7979
O -0.1256 -1.8331 -1.3703
```

Summary:
* E_LUMO: 0.167 Ha
* net charge: -1
* frontier orbital gap: 7.682 eV
* HOMO: -3.13 eV
* energy above the lowest of the compared OMol25 structures with the same formula, charge and spin: 0.3285 eV
* strongest force on any atom: 1.620 eV Å⁻¹

# 8
The following is a DFT calculation (ωB97M-V/def2-TZVPD) of CH5O2 as an isolated structure in a non-equilibrium geometry.

The geometry in XYZ format:
```
8
CH5O2 (ωB97M-V/def2-TZVPD)
O -0.6283 -1.3568 1.1158
H -0.0906 -1.2187 1.9623
H -0.1696 -0.3718 0.4918
H -0.0333 -2.1328 0.7034
O 0.4789 0.6699 -0.1141
C 0.1301 1.3283 -1.0726
H 0.5610 2.3155 -1.1941
H -0.2481 0.7665 -1.8925
```

Summary:
* E_LUMO (alpha / beta): -0.508 / -0.650 Ha
* ⟨S²⟩: 0.7567
* net charge: +2
* frontier orbital gap (alpha / beta): 12.438 / 8.543 eV
* HOMO (alpha / beta): -26.26 / -26.23 eV
* energy above the lowest of the compared OMol25 structures with the same formula, charge and spin: 1.8025 eV
* strongest force on any atom: 5.333 eV Å⁻¹
* spin multiplicity: 2

# 9
The following is a DFT calculation (ωB97M-V/def2-TZVPD) of a 2-piece molecular cluster, CH5O2P overall in a non-equilibrium geometry.

The geometry in XYZ format:
```
9
CH5O2P (ωB97M-V/def2-TZVPD)
C 0.3474 -0.1330 -0.1267
O 0.8219 1.0465 0.2555
O 1.1056 -1.1991 0.1339
P -1.5109 -0.1354 0.0609
H -0.2799 0.1089 -1.9298
H 1.7885 0.9221 0.4218
H 0.6360 -2.0595 -0.0075
H -1.5267 1.3513 -0.2131
H -1.3820 0.0981 1.4050
```

Summary:
* E_LUMO: 0.015 Ha
* frontier orbital gap: 8.379 eV
* HOMO: -7.96 eV
* energy above the lowest of the compared OMol25 structures with the same formula, charge and spin: 4.1157 eV
* strongest force on any atom: 4.641 eV Å⁻¹

# 10
The following is a DFT calculation (ωB97M-V/def2-TZVPD) of a 2-piece molecular cluster, CH5O3SSi overall in a non-equilibrium geometry.

The geometry in XYZ format:
```
11
CH5O3SSi (ωB97M-V/def2-TZVPD)
C -1.8819 1.0627 0.0841
O 3.9531 -0.5513 0.6411
O 1.3094 0.1129 -0.0485
O -1.9273 -0.2580 -0.2022
Si 0.4551 -1.1797 -0.2361
S 3.1269 0.6423 0.5505
H -2.9645 1.3327 0.0301
H -1.5337 1.6362 -0.8243
H -1.2902 1.1641 1.0177
H 0.6135 -1.5114 -1.5572
H 0.1395 -2.4504 0.5449
```

Summary:
* E_LUMO (alpha / beta): 0.138 / 0.129 Ha
* ⟨S²⟩: 2.0086
* net charge: -1
* frontier orbital gap (alpha / beta): 5.815 / 7.593 eV
* HOMO (alpha / beta): -2.05 / -4.09 eV
* strongest force on any atom: 4.173 eV Å⁻¹
* spin multiplicity: 3

# 11
The following is a DFT calculation (ωB97M-V/def2-TZVPD) of a 3-piece molecular cluster, CH5O4 overall in a non-equilibrium geometry.

The geometry in XYZ format:
```
10
CH5O4 (ωB97M-V/def2-TZVPD)
O 0.6576 -0.4082 -1.9688
C 0.1860 -1.1047 -1.0679
O -1.0069 -1.2414 -0.6921
H 1.1692 -1.7415 -0.5640
H 2.9112 0.4638 2.9084
H 1.5277 0.4802 2.5760
O 2.1381 0.9685 3.1819
H -3.2450 1.0050 -1.0617
H -1.7359 0.6274 -1.5226
O -2.6019 0.9510 -1.7890
```

Summary:
* E_LUMO: 0.132 Ha
* net charge: -1
* frontier orbital gap: 7.825 eV
* HOMO: -4.23 eV
* energy above the lowest of the compared OMol25 structures with the same formula, charge and spin: 1.2688 eV
* strongest force on any atom: 2.441 eV Å⁻¹

# 12
The following is a DFT calculation (ωB97M-V/def2-TZVPD) of a 2-piece molecular cluster, CH5O4P2 overall in a non-equilibrium geometry.

The geometry in XYZ format:
```
12
CH5O4P2 (ωB97M-V/def2-TZVPD)
C -1.0258 0.6357 -0.5373
O 2.1206 -1.6339 -2.0750
O 2.3199 -1.8090 0.4644
O 4.5059 1.8006 -0.1347
O 4.0275 -0.0994 1.5633
P 4.4078 0.3498 -0.0032
P 2.2946 -0.9580 -0.7768
H -1.6394 0.1678 -1.1980
H -0.9428 1.8420 -0.5224
H -0.0721 0.2572 -0.6042
H -1.5191 0.4875 0.4680
H 3.3754 -0.7905 1.3619
```

Summary:
* E_LUMO: 0.125 Ha
* net charge: -1
* frontier orbital gap: 7.846 eV
* HOMO: -4.43 eV
* energy above the lowest of the compared OMol25 structures with the same formula, charge and spin: 0.4239 eV
* strongest force on any atom: 6.151 eV Å⁻¹